155
Properties=species:S:1:pos:R:3:mulliken_charge:R:1 method="wB97M-V/def2-TZVPD" lumo_ev=0.2 energy_ev=-243108.4333 spin_multiplicity=1 gap_ev=11.00
C -2.689 -0.487 6.586 -0.5086
Cl -2.709 1.243 6.251 -0.1209
Cl -2.263 -1.412 5.176 0.0033
H -1.970 -0.610 7.396 0.3206
H -3.676 -0.856 6.865 0.3258
C 3.500 1.426 2.079 2.3149
Cl 5.046 1.211 1.222 -0.1681
Cl 3.669 1.877 3.795 -0.1923
H 2.876 2.224 1.678 -1.3467
H 2.934 0.495 2.059 -0.6188
C -1.705 -2.176 -1.916 1.2396
Cl -0.470 -2.650 -0.738 -0.0354
Cl -1.832 -3.444 -3.184 -0.2082
H -2.625 -2.062 -1.342 -0.2965
H -1.376 -1.225 -2.335 -0.7810
C 4.557 -6.965 -1.629 -1.1590
C 4.402 -5.443 -2.137 -0.2718
O 4.291 -4.567 -0.979 -0.2216
C 3.559 -3.356 -1.094 0.1724
O 2.949 -3.012 -2.085 -0.4876
C 3.593 -2.563 0.243 0.9638
F 2.377 -2.523 0.750 -0.1477
F 4.431 -3.106 1.065 -0.2958
F 4.007 -1.361 0.035 -0.1601
H 5.604 -7.144 -1.385 0.3262
H 4.169 -7.628 -2.403 0.3711
H 3.887 -7.224 -0.810 0.3156
H 3.518 -5.339 -2.765 0.2899
H 5.237 -5.186 -2.788 0.3200
C 3.941 3.200 -5.974 -1.0650
C 2.534 2.662 -6.142 -0.2039
O 2.242 1.621 -5.206 -0.1866
C 0.977 1.266 -4.941 0.1127
O -0.037 1.851 -5.347 -0.6629
C 0.833 0.127 -3.983 1.1677
F 0.192 0.497 -2.923 -0.1411
F 0.116 -0.814 -4.596 -0.2157
F 2.009 -0.382 -3.614 -0.2210
H 4.744 2.463 -5.965 0.3230
H 3.970 3.713 -5.013 0.1114
H 4.148 3.904 -6.781 0.4098
H 2.448 2.221 -7.135 0.4442
H 1.858 3.515 -6.077 0.2544
C -1.993 6.350 -0.398 -0.8590
C -3.201 6.660 -1.185 -0.6894
O -4.180 5.671 -1.028 -0.1310
C -5.076 5.539 0.047 0.3451
O -4.953 6.255 1.052 -0.5683
C -6.158 4.465 -0.129 0.9194
F -6.412 4.229 -1.415 -0.2317
F -5.714 3.344 0.433 -0.2728
F -7.250 4.851 0.515 -0.2454
H -1.324 7.199 -0.252 0.5416
H -1.455 5.503 -0.825 0.0946
H -2.208 6.040 0.624 0.4433
H -2.924 6.627 -2.239 0.3158
H -3.532 7.658 -0.895 0.3935
C -3.335 3.269 -3.216 -0.2257
C -4.700 2.789 -3.747 -0.5802
O -4.587 1.680 -4.614 -0.3392
C -4.210 0.442 -4.145 0.1235
O -3.779 0.196 -3.029 -0.1458
C -4.201 -0.708 -5.229 0.6745
F -4.514 -0.315 -6.499 -0.2677
F -2.979 -1.286 -5.212 -0.1393
F -5.119 -1.522 -4.824 -0.2440
H -2.611 2.992 -3.982 0.4283
H -3.153 2.839 -2.231 -0.1833
H -3.207 4.342 -3.072 0.0644
H -5.211 3.588 -4.283 0.4018
H -5.429 2.653 -2.948 0.3353
C 1.157 6.155 1.205 -1.2502
C 1.731 4.769 1.586 0.4785
O 1.063 4.241 2.701 -0.0501
C 1.372 4.604 3.961 0.1410
O 2.199 5.456 4.309 -0.5812
C 0.481 3.693 4.919 1.0542
F -0.063 4.453 5.904 -0.2894
F -0.522 3.094 4.296 -0.2381
F 1.183 2.756 5.500 -0.2491
H 0.068 6.196 1.193 0.1039
H 1.535 6.390 0.210 0.4014
H 1.454 6.892 1.951 0.4507
H 2.779 4.879 1.862 0.4608
H 1.611 4.071 0.757 -0.4681
C -5.471 -4.548 -1.372 -0.8846
C -5.842 -3.850 -0.104 -0.3155
O -5.028 -2.646 0.067 -0.0833
C -5.380 -1.584 0.879 -0.1751
O -6.436 -1.423 1.468 -0.5721
C -4.169 -0.642 1.243 0.9646
F -4.317 0.515 0.578 -0.1207
F -4.139 -0.462 2.559 -0.2329
F -2.920 -1.140 0.870 -0.0147
H -5.968 -5.517 -1.429 0.4051
H -4.391 -4.693 -1.362 0.0675
H -5.770 -3.957 -2.237 0.3112
H -5.530 -4.397 0.786 0.2408
H -6.926 -3.750 -0.062 0.3435
C -0.629 -6.827 -1.445 -0.7279
C -0.881 -7.118 0.066 -0.3957
O -1.166 -5.949 0.884 -0.1925
C -2.457 -5.687 1.277 0.2973
O -3.490 -6.323 0.898 -0.6298
C -2.518 -4.576 2.370 1.0077
F -3.186 -4.999 3.434 -0.2636
F -1.304 -4.183 2.721 -0.2249
F -3.093 -3.485 1.870 -0.2778
H 0.314 -6.316 -1.637 0.1083
H -1.365 -6.227 -1.982 0.1640
H -0.554 -7.765 -1.996 0.3954
H -0.006 -7.546 0.554 0.3637
H -1.598 -7.932 0.179 0.3616
C 0.155 -1.388 2.384 0.5326
C -0.315 -0.001 2.854 0.2182
O -1.037 0.822 1.908 -0.1213
C -0.442 1.356 0.866 -0.2358
O 0.800 1.323 0.636 -0.3529
C -1.383 1.994 -0.166 0.6944
F -0.763 3.050 -0.721 0.0205
F -1.660 1.141 -1.138 0.1111
F -2.498 2.460 0.386 -0.2216
H 0.709 -2.011 3.086 0.5272
H 0.796 -1.330 1.505 -0.4060
H -0.748 -1.895 2.044 -0.5175
H 0.581 0.562 3.114 -0.0647
H -0.863 -0.031 3.796 -0.2020
C 3.994 -2.637 4.420 -0.6835
C 4.224 -3.880 5.354 -0.5939
O 5.382 -3.674 6.162 -0.1862
C 6.080 -4.755 6.599 0.3485
O 5.688 -5.896 6.632 -0.5031
C 7.352 -4.300 7.368 0.8360
F 7.696 -3.050 6.981 -0.2327
F 7.108 -4.313 8.683 -0.2280
F 8.399 -5.139 7.100 -0.2467
H 3.279 -2.922 3.649 0.0945
H 4.890 -2.250 3.934 0.3693
H 3.580 -1.841 5.039 0.3479
H 4.241 -4.770 4.725 0.3886
H 3.354 -4.066 5.983 0.2854
C 4.253 1.764 -2.354 -1.2882
C 3.082 2.284 -1.585 0.5501
O 2.330 3.151 -2.468 0.0983
C 2.391 4.479 -2.347 0.6635
O 3.054 5.020 -1.409 -0.6486
C 1.480 5.244 -3.310 0.6955
F 2.056 6.272 -3.908 -0.2965
F 0.921 4.394 -4.212 -0.1638
F 0.542 5.835 -2.627 -0.2681
H 3.892 1.100 -3.139 0.1879
H 4.853 1.107 -1.725 0.3234
H 4.834 2.599 -2.744 0.3655
H 3.544 2.798 -0.742 0.3849
H 2.489 1.440 -1.232 -0.4941